*one*
Density functional theory data (ωB97M-V with the def2-TZVPD basis set) for a structure of composition C19H16Br2FeO3Zn.

Last column: Mulliken charge in e.
Atoms and positions in Å:
1 O 3.76 -3.13 -3.25  -0.424
2 C 2.93 -2.42 -2.88  -0.518
3 Fe 1.63 -1.26 -2.40  0.768
4 C 2.90 -0.12 -1.88  -0.085
5 O 3.73 0.61 -1.53  -0.455
6 C 1.50 -1.89 -0.75  0.469
7 O 1.41 -2.28 0.34  -0.518
8 C 0.19 -2.45 -3.08  -0.305
9 C -1.07 -2.14 -2.33  -1.106
10 C -1.27 -0.61 -2.21  -0.886
11 C 0.07 0.04 -2.07  0.300
12 C 0.79 0.45 -3.22  -1.219
13 C 0.83 -0.38 -4.37  0.028
14 C 0.64 -1.76 -4.25  -0.532
15 H 0.50 -3.50 -3.00  0.502
16 H -1.95 -2.64 -2.76  0.499
17 H -0.99 -2.57 -1.32  0.270
18 H -1.80 -0.24 -3.11  0.447
19 H -1.90 -0.36 -1.35  0.289
20 H 0.24 0.58 -1.13  0.422
21 H 1.25 1.46 -3.25  0.461
22 H 1.29 0.02 -5.29  0.407
23 H 0.99 -2.39 -5.08  0.182
24 Br -5.21 -0.13 4.80  -0.463
25 Zn -2.93 -0.30 4.76  0.263
26 Br -1.19 -1.45 5.68  -0.407
27 C -2.33 1.38 3.26  -0.894
28 C -2.34 0.30 2.31  -0.252
29 C -1.06 0.26 1.69  -0.826
30 C -0.23 1.29 2.26  0.133
31 C -1.01 1.96 3.27  0.340
32 C -0.43 2.95 4.06  -0.477
33 C 0.88 3.35 3.76  -0.332
34 C 1.61 2.76 2.70  -0.593
35 C 1.08 1.70 1.96  -0.292
36 H -3.19 1.83 3.74  0.320
37 H -3.19 -0.36 2.08  0.410
38 H -0.71 -0.45 0.96  0.564
39 H -0.99 3.36 4.91  0.353
40 H 1.35 4.15 4.35  0.314
41 H 2.61 3.14 2.46  0.360
42 H 1.62 1.23 1.14  0.482

The total charge is -2. As for the lowest unoccupied orbital energy: 0.156 Eh. The HOMO-LUMO gap is 3.21 eV.

*two*
Density functional theory data (ωB97M-V with the def2-TZVPD basis set) for a structure of composition C19H16Br2FeO3Zn.

Last column: Mulliken charge in e.
Atoms and positions in Å:
1 O 3.98 -3.22 -2.87  -0.507
2 C 2.97 -2.65 -2.76  0.100
3 Fe 1.89 -1.39 -2.22  0.070
4 C 3.12 -0.18 -1.74  0.390
5 O 3.88 0.45 -1.09  -0.454
6 C 1.75 -2.01 -0.56  0.242
7 O 1.92 -2.55 0.46  -0.498
8 C 0.05 -2.13 -2.62  0.094
9 C -1.28 -1.91 -1.91  -0.783
10 C -1.88 -0.48 -2.02  -1.002
11 C -0.91 0.59 -1.66  -0.767
12 C 0.38 0.64 -2.20  0.187
13 C 0.90 -0.01 -3.40  -0.335
14 C 0.44 -1.31 -3.74  -1.166
15 H 0.30 -3.21 -2.65  0.582
16 H -2.01 -2.61 -2.37  0.443
17 H -1.22 -2.28 -0.87  0.255
18 H -2.24 -0.37 -3.06  0.437
19 H -2.79 -0.40 -1.41  0.435
20 H -1.29 1.54 -1.26  0.403
21 H 1.00 1.50 -1.88  0.437
22 H 1.63 0.53 -4.05  0.288
23 H 0.48 -1.73 -4.75  0.273
24 Br -5.05 -1.14 5.46  -0.158
25 Zn -2.87 -1.53 5.86  0.228
26 Br -0.65 -1.77 6.14  -0.099
27 C -2.16 1.49 1.93  -1.629
28 C -2.00 0.37 1.09  -0.360
29 C -0.63 0.26 0.70  0.153
30 C 0.11 1.20 1.52  -0.195
31 C -0.85 2.01 2.22  0.686
32 C -0.44 3.07 3.04  -0.582
33 C 0.93 3.27 3.26  -0.394
34 C 1.87 2.41 2.66  -0.588
35 C 1.48 1.39 1.78  -0.119
36 H -3.07 1.92 2.34  0.339
37 H -2.81 -0.29 0.79  0.484
38 H -0.14 -0.57 0.20  -0.073
39 H -1.20 3.69 3.52  0.307
40 H 1.25 4.06 3.95  0.295
41 H 2.93 2.57 2.87  0.340
42 H 2.22 0.76 1.29  0.239

The total charge is -2. As for the lowest unoccupied orbital energy: 0.117 Eh. The HOMO-LUMO gap is 2.28 eV.

Energies relative to the most stable structure, in kJ/mol: *one* 0.0; *two* 156.1.

*one*
Density functional theory data (ωB97M-V with the def2-TZVPD basis set) for an isolated molecule of C2H5N.

Last column: Mulliken charge in e.
Atoms and positions in Å:
1 C 0.71 -0.12 -0.07  -0.508
2 C -0.72 -0.38 -0.05  -0.096
3 H 1.38 0.09 0.73  0.236
4 H 1.46 -0.31 -0.82  0.197
5 H -1.26 -0.97 0.76  0.236
6 H -0.97 -0.75 -1.01  0.199
7 H -0.23 1.40 0.72  0.231
8 N -0.37 1.05 -0.25  -0.496

The SMILES is C1CN1. As for the lowest unoccupied orbital energy: 0.044 Eh. The HOMO-LUMO gap is 11.26 eV.

*two*
Density functional theory data (ωB97M-V with the def2-TZVPD basis set) for a cluster of 2 separate species, C2H5N in total.

Last column: Mulliken charge in e.
Atoms and positions in Å:
1 C 0.23 0.24 -0.49  0.208
2 C -0.55 -0.50 0.49  -1.003
3 N 1.44 0.31 -0.57  -0.548
4 H -0.59 0.66 -1.13  0.271
5 H -0.91 0.43 1.64  0.193
6 H 0.07 -1.03 1.22  0.341
7 H -1.51 -1.02 0.16  0.276
8 H 1.82 0.90 -1.33  0.262

As for the lowest unoccupied orbital energy: 0.029 Eh. The HOMO-LUMO gap is 10.63 eV.

*three*
Density functional theory data (ωB97M-V with the def2-TZVPD basis set) for an isolated molecule of C2H5N.

Last column: Mulliken charge in e.
Atoms and positions in Å:
1 C -0.09 0.20 -1.14  -0.752
2 C 0.07 -0.52 1.04  -0.218
3 N -0.05 0.48 0.28  -0.394
4 H 0.15 1.08 -1.72  0.268
5 H 0.63 -0.58 -1.43  0.311
6 H -1.08 -0.12 -1.44  0.292
7 H 0.12 -1.54 0.64  0.233
8 H 0.12 -0.40 2.12  0.260

The SMILES is C=NC. As for the lowest unoccupied orbital energy: 0.046 Eh. The HOMO-LUMO gap is 11.00 eV.

*four*
Density functional theory data (ωB97M-V with the def2-TZVPD basis set) for a cluster of 2 separate species, C2H5N in total.

Last column: Mulliken charge in e.
Atoms and positions in Å:
1 C -1.61 -0.20 -0.62  -0.423
2 C -1.35 0.17 0.50  -0.381
3 N 1.33 0.16 0.03  -0.632
4 H -1.97 -0.45 -1.51  0.438
5 H 2.02 0.37 -0.74  0.192
6 H -1.13 0.33 1.50  0.375
7 H 1.79 0.36 0.89  0.185
8 H 0.92 -0.75 -0.06  0.245

The SMILES is C#C.N. As for the lowest unoccupied orbital energy: 0.044 Eh. The HOMO-LUMO gap is 10.35 eV.

Energies relative to the most stable structure, in kJ/mol: *one* 122.3; *two* 148.1; *three* 0.0; *four* 169.1.

*one*
Density functional theory data (ωB97M-V with the def2-TZVPD basis set) for a cluster of 4 separate species, C4H19N3O3S in total.

Last column: Mulliken charge in e.
Atoms and positions in Å:
1 C -0.86 -0.96 0.57  -1.027
2 N -1.66 -0.85 -0.66  -0.091
3 C -2.80 0.09 -0.65  -0.764
4 N -2.75 1.16 -1.62  -0.577
5 C 0.57 -0.41 0.39  0.525
6 C 0.59 1.12 0.38  -0.758
7 S 1.91 1.86 -0.65  -0.234
8 N 1.40 -0.88 1.51  -0.599
9 H -1.32 -0.43 1.41  0.107
10 H -0.81 -2.00 0.89  0.430
11 H -1.94 -1.77 -0.98  0.241
12 H -2.91 0.53 0.34  0.351
13 H -3.72 -0.46 -0.82  0.407
14 H -2.00 1.81 -1.47  0.291
15 H -2.69 0.82 -2.58  0.268
16 H 0.96 -0.79 -0.56  0.265
17 H -0.36 1.52 0.04  0.178
18 H 0.78 1.52 1.38  0.418
19 H 1.48 1.49 -1.86  0.122
20 H 2.37 -0.58 1.38  0.278
21 H 1.37 -1.88 1.59  0.200
22 H 0.09 -0.83 -3.55  0.271
23 H -0.47 -0.29 -2.20  0.359
24 O 0.17 -0.09 -2.92  -0.642
25 H 0.60 -0.03 3.30  0.410
26 H -0.63 0.85 3.25  0.278
27 O -0.04 0.45 3.87  -0.677
28 H 4.70 0.17 0.47  0.326
29 H 3.77 -0.51 -0.54  0.314
30 O 4.21 -0.64 0.31  -0.668

The SMILES is NCNC[C@H](N)CS.O.O.O. As for the lowest unoccupied orbital energy: 0.018 Eh. The HOMO-LUMO gap is 9.67 eV.

*two*
Density functional theory data (ωB97M-V with the def2-TZVPD basis set) for a cluster of 4 separate species, C4H19N3O3S in total.

Last column: Mulliken charge in e.
Atoms and positions in Å:
1 C 1.39 1.01 -0.21  -0.649
2 N 1.45 2.44 0.06  -0.435
3 C -0.13 0.59 -0.12  0.339
4 C -0.83 0.74 -1.48  -1.181
5 S -1.34 2.30 -2.21  -0.231
6 N -0.29 -0.72 0.51  0.114
7 C -1.52 -0.91 1.26  -0.684
8 N -2.62 -0.93 0.30  -0.486
9 H 1.78 0.67 -1.16  0.207
10 H 1.88 0.47 0.60  0.276
11 H 1.56 2.69 1.03  0.176
12 H 1.99 3.01 -0.56  0.181
13 H -0.54 1.33 0.54  0.245
14 H -0.47 0.03 -2.21  0.647
15 H -1.82 0.36 -1.23  0.179
16 H -0.22 3.05 -2.38  0.044
17 H -0.11 -1.52 -0.08  0.299
18 H -1.51 -1.85 1.81  0.309
19 H -1.68 -0.23 2.09  0.369
20 H -3.54 -0.73 0.67  0.177
21 H -2.75 -1.72 -0.33  0.188
22 H 2.23 0.02 -3.49  0.295
23 H 1.17 1.23 -3.34  0.304
24 O 1.31 0.28 -3.42  -0.614
25 H 0.93 -0.88 3.51  0.257
26 H 1.23 0.05 2.28  0.298
27 O 0.64 -0.12 3.01  -0.605
28 H 0.00 -3.75 1.02  0.302
29 H 0.97 -3.10 2.10  0.307
30 O 0.86 -3.78 1.44  -0.627

The SMILES is NCN[C@@H](CN)CS.O.O.O. As for the lowest unoccupied orbital energy: 0.018 Eh. The HOMO-LUMO gap is 8.76 eV.

Energies relative to the most stable structure, in kJ/mol: *one* 0.0; *two* 171.5.

*one*
Density functional theory data (ωB97M-V with the def2-TZVPD basis set) for an isolated molecule of C9H5NO.

Last column: Mulliken charge in e.
Atoms and positions in Å:
1 C -0.57 -3.05 -0.19  0.031
2 C -0.05 -1.73 -0.16  0.401
3 C 1.12 -1.03 0.13  -0.573
4 C 0.88 0.43 0.09  0.888
5 C 1.74 1.69 0.21  -0.665
6 C 0.92 2.78 0.41  -0.243
7 C -0.42 2.89 -0.05  -0.249
8 C -1.16 1.71 -0.21  -0.474
9 C -0.42 0.51 -0.13  0.424
10 H 2.23 -1.45 0.43  0.244
11 H 2.88 1.71 0.43  0.289
12 H 1.25 3.86 0.73  0.218
13 H -0.88 3.95 0.07  0.268
14 H -2.24 1.72 -0.70  0.253
15 N -1.01 -4.14 -0.01  -0.447
16 O -1.06 -0.75 -0.18  -0.363

The SMILES is N#Cc1cc2ccccc2o1. As for the lowest unoccupied orbital energy: -0.014 Eh. The HOMO-LUMO gap is 8.68 eV.

*two*
Density functional theory data (ωB97M-V with the def2-TZVPD basis set) for an isolated molecule of C9H5NO.

Last column: Mulliken charge in e.
Atoms and positions in Å:
1 C 3.07 -0.35 -0.12  -0.154
2 C 1.64 0.08 -0.38  0.488
3 C 1.30 1.46 -0.19  -0.448
4 C -0.02 1.87 -0.08  -0.948
5 C -0.97 0.76 0.06  0.440
6 C -2.85 -0.62 0.13  -0.143
7 C -1.73 -1.40 -0.20  -0.782
8 C -0.58 -0.61 -0.13  1.072
9 C 0.73 -0.89 -0.22  -0.444
10 H 2.18 2.05 -0.12  0.433
11 H -0.01 2.97 0.14  0.286
12 H -3.87 -0.92 0.48  0.366
13 H -1.85 -2.51 -0.20  0.314
14 H 1.18 -1.88 -0.08  0.364
15 N 4.17 -0.73 0.57  -0.437
16 O -2.37 0.71 0.34  -0.407

The SMILES is N#Cc1ccc2occc2c1. As for the lowest unoccupied orbital energy: 0.005 Eh. The HOMO-LUMO gap is 9.23 eV.

Energies relative to the most stable structure, in kJ/mol: *one* 0.0; *two* 93.6.

*one*
Density functional theory data (ωB97M-V with the def2-TZVPD basis set) for a cluster of 7 separate species, C21H42F3NO16 in total.

Last column: Mulliken charge in e.
Atoms and positions in Å:
1 N -0.39 -0.27 0.37  1.173
2 H -0.55 0.31 -0.36  -0.412
3 H 0.22 -0.91 -0.03  0.083
4 H -1.22 -0.68 0.46  -0.111
5 H -0.06 -0.04 1.22  0.241
6 O -0.33 2.62 1.54  -0.881
7 H -0.34 2.95 2.34  0.030
8 C -1.04 -5.08 -0.15  -0.338
9 C -0.08 -4.40 -1.24  0.235
10 O 1.22 -4.86 -0.73  -0.325
11 C 1.11 -5.78 0.17  0.657
12 O 2.07 -6.21 0.78  -0.558
13 O -0.14 -6.02 0.59  -0.354
14 F -0.20 -3.07 -1.05  -0.152
15 H -1.81 -5.63 -0.73  0.406
16 H -1.44 -4.30 0.47  0.118
17 H -0.41 -4.64 -2.24  0.371
18 C -2.41 3.56 -1.05  0.433
19 C -1.79 4.83 -0.51  0.600
20 O -2.90 5.47 0.14  -0.376
21 C -4.06 4.86 -0.17  0.539
22 O -5.14 5.13 0.30  -0.573
23 O -3.82 3.78 -0.88  -0.393
24 F -1.27 5.59 -1.44  -0.323
25 H -2.01 2.79 -0.53  -0.334
26 H -2.04 3.24 -2.12  0.166
27 H -1.09 4.85 0.26  0.199
28 C 1.96 4.41 0.13  -0.453
29 C 1.78 3.15 -0.81  0.789
30 O 3.13 2.87 -1.17  -0.249
31 C 3.89 3.48 -0.47  0.593
32 O 5.12 3.25 -0.55  -0.681
33 O 3.28 4.23 0.47  -0.368
34 F 0.87 3.23 -1.81  -0.269
35 H 1.25 4.44 1.03  0.127
36 H 1.88 5.27 -0.28  0.545
37 H 1.66 2.18 -0.25  -0.105
38 C 0.35 -3.16 2.87  -0.779
39 O 1.07 -1.94 2.52  -0.029
40 C 1.83 -1.38 3.52  -1.341
41 C 2.66 -0.25 2.89  -0.701
42 O 3.01 -0.66 1.79  -0.109
43 C 3.79 0.19 1.01  -1.434
44 C 4.26 -0.23 -0.49  -0.701
45 O 3.07 -0.79 -1.13  -0.025
46 C 3.32 -1.45 -2.33  -1.258
47 H -0.24 -3.55 1.88  -0.076
48 H -0.23 -2.81 3.69  0.467
49 H 0.75 -4.18 3.14  0.318
50 H 2.38 -1.95 3.95  0.878
51 H 1.11 -1.05 4.34  0.420
52 H 3.51 0.00 3.60  0.298
53 H 2.03 0.50 2.83  0.505
54 H 4.80 0.33 1.54  0.326
55 H 3.49 1.00 1.14  0.970
56 H 5.12 -0.90 -0.27  0.493
57 H 4.78 0.62 -0.88  0.458
58 H 3.54 -0.93 -3.15  0.480
59 H 2.53 -1.95 -2.52  0.337
60 H 4.19 -2.01 -2.11  0.405
61 C 0.46 0.06 -3.42  -0.842
62 O -0.65 0.54 -2.80  -0.015
63 C -1.80 -0.28 -3.08  -1.183
64 C -3.07 0.09 -2.35  -0.503
65 O -3.03 -0.17 -1.11  0.120
66 C -4.14 -0.12 -0.29  -0.895
67 C -3.84 -0.19 1.17  -0.630
68 O -3.11 -1.38 1.35  -0.151
69 C -2.83 -1.66 2.74  -1.682
70 H 0.39 -0.85 -3.57  0.848
71 H 1.44 0.25 -2.86  -0.200
72 H 0.99 0.56 -4.33  0.211
73 H -1.65 -1.27 -3.05  0.628
74 H -1.82 -0.08 -4.17  0.517
75 H -3.92 -0.41 -2.68  0.484
76 H -3.14 1.29 -2.41  0.062
77 H -5.00 -0.73 -0.60  0.347
78 H -4.58 0.87 -0.43  0.487
79 H -4.90 -0.08 1.71  0.309
80 H -3.33 0.62 1.38  0.447
81 H -2.31 -0.91 3.05  0.728
82 H -2.41 -2.47 2.91  0.424
83 H -3.69 -1.67 3.30  0.540

As for the lowest unoccupied orbital energy: -0.008 Eh. The HOMO-LUMO gap is 7.13 eV.

*two*
Density functional theory data (ωB97M-V with the def2-TZVPD basis set) for a cluster of 7 separate species, C21H42F3NO16 in total.

Last column: Mulliken charge in e.
Atoms and positions in Å:
1 N -51.12 -65.43 -2.20  -0.275
2 H -50.17 -65.58 -2.03  0.332
3 H -51.50 -64.43 -2.18  0.368
4 H -51.62 -65.80 -1.20  0.025
5 H -51.58 -65.74 -3.03  0.312
6 O -51.58 -64.42 0.81  -0.509
7 H -51.68 -65.44 1.21  -0.063
8 C -54.40 -62.64 1.78  -0.227
9 C -53.75 -61.85 0.66  0.659
10 O -53.85 -60.56 1.12  -0.354
11 C -54.50 -60.48 2.26  0.521
12 O -54.64 -59.44 2.89  -0.550
13 O -55.00 -61.75 2.73  -0.426
14 F -54.57 -61.84 -0.49  -0.381
15 H -53.66 -63.29 2.29  -0.051
16 H -55.20 -63.18 1.56  0.586
17 H -52.75 -62.01 0.40  0.316
18 C -50.23 -62.03 2.08  0.316
19 C -49.63 -63.11 2.98  1.164
20 O -49.18 -62.39 4.06  -0.437
21 C -49.45 -61.03 4.03  0.562
22 O -49.09 -60.20 4.75  -0.457
23 O -50.04 -60.84 2.82  -0.410
24 F -48.50 -63.71 2.52  -0.344
25 H -51.36 -62.17 1.88  -0.592
26 H -50.01 -62.03 0.98  0.266
27 H -50.35 -63.95 3.07  -0.374
28 C -50.04 -69.53 2.07  0.010
29 C -50.82 -69.32 0.80  0.807
30 O -50.22 -70.22 -0.09  -0.316
31 C -49.34 -70.85 0.41  0.461
32 O -48.66 -71.72 -0.04  -0.597
33 O -48.97 -70.35 1.68  -0.384
34 F -50.89 -68.05 0.37  -0.168
35 H -50.71 -70.00 2.82  0.212
36 H -49.67 -68.37 2.41  0.089
37 H -51.73 -69.60 1.22  -0.182
38 C -48.90 -66.99 -4.60  -0.791
39 O -50.26 -67.26 -4.57  -0.431
40 C -50.54 -68.44 -3.92  -0.910
41 C -51.99 -68.86 -3.71  -0.529
42 O -52.65 -68.07 -3.04  0.108
43 C -54.09 -68.37 -2.82  -1.065
44 C -54.55 -67.31 -1.75  0.255
45 O -54.29 -66.01 -2.23  -0.406
46 C -54.70 -65.03 -1.30  -0.894
47 H -48.47 -67.51 -5.34  0.426
48 H -48.55 -66.73 -3.49  0.231
49 H -48.73 -65.98 -4.95  0.273
50 H -50.06 -68.70 -2.96  0.326
51 H -50.18 -69.22 -4.46  0.760
52 H -51.83 -69.96 -3.28  0.207
53 H -52.18 -69.06 -4.75  0.307
54 H -54.07 -69.33 -2.36  0.410
55 H -54.55 -68.55 -3.76  0.415
56 H -53.94 -67.54 -0.84  -0.253
57 H -55.73 -67.34 -1.57  0.380
58 H -54.25 -64.15 -1.93  0.149
59 H -54.26 -64.87 -0.20  0.049
60 H -55.61 -64.93 -1.05  0.927
61 C -52.10 -72.78 2.54  -0.950
62 O -52.66 -71.55 2.16  -0.152
63 C -54.03 -71.33 2.70  -0.873
64 C -54.27 -69.75 2.56  -0.330
65 O -53.36 -69.10 3.00  -0.042
66 C -53.78 -67.66 2.93  -0.023
67 C -52.79 -66.86 3.93  -0.509
68 O -51.56 -67.52 4.15  -0.185
69 C -50.66 -66.69 4.91  -0.735
70 H -52.61 -73.78 2.32  0.290
71 H -51.82 -72.64 3.52  0.467
72 H -51.06 -72.87 2.08  0.205
73 H -54.12 -71.56 3.85  0.343
74 H -54.58 -72.15 2.23  0.414
75 H -55.47 -69.90 2.98  0.203
76 H -54.30 -69.56 1.49  0.285
77 H -54.79 -67.62 3.33  0.415
78 H -53.80 -67.59 1.85  -0.247
79 H -53.20 -66.88 4.88  0.525
80 H -52.51 -65.84 3.73  0.183
81 H -50.32 -65.74 4.36  0.159
82 H -49.88 -67.31 5.30  0.305
83 H -51.19 -66.43 5.83  0.399

As for the lowest unoccupied orbital energy: -0.011 Eh. The HOMO-LUMO gap is 8.00 eV.

Energies relative to the most stable structure, in kJ/mol: *one* 290.6; *two* 0.0.